(1)
Here is 2 unconnected molecules or ions with the total composition C4H3ClF2NO2 in a non-equilibrium geometry from the OMol25 dataset. Energies are from ωB97M-V/def2-TZVPD.

```
13
Properties=species:S:1:pos:R:3:forces:R:3:lowdin_charge:R:1
F -2.5684 1.1610 -0.9625 0.512 -0.432 -0.374 -0.109
C -0.5358 -1.8887 -0.7173 1.587 -1.971 -0.360 -0.093
H -0.5958 -2.9373 -0.3382 0.209 0.727 -0.148 0.114
O 1.4961 -0.8988 -1.9304 -0.384 -1.371 1.237 -0.039
H -1.0221 -1.8944 -1.6587 -0.771 0.785 -0.597 0.078
C 1.2270 -1.7712 -1.0849 -1.027 1.294 -0.645 -0.655
F -3.7018 -0.6302 -0.8851 -1.760 -1.417 -0.806 0.012
H -1.1893 -0.5284 2.3139 1.299 -0.043 -2.742 0.094
C -2.7981 0.0047 -0.2034 3.849 0.637 -0.232 -0.898
Cl -3.3905 0.6904 1.2482 -1.156 0.267 2.118 0.642
N -0.5607 -0.7757 1.4571 -0.901 -0.056 3.032 0.127
O 1.7758 -2.6150 -0.4125 0.918 -0.194 -0.044 -0.016
C -0.9383 -1.0737 0.3451 -2.377 1.774 -0.440 -0.258
```
Positions in Å, forces in eV/Å.

## Properties
Orbital gap = 7.42 eV
Energy above the lowest of the compared OMol25 structures with the same formula, charge and spin = 0.5996 eV
Net charge = -1

(2)
Here is a molecular structure, C16H12NO7RuTe in a non-equilibrium geometry from the OMol25 dataset. Energies are from ωB97M-V/def2-TZVPD.

```
38
Properties=species:S:1:pos:R:3:forces:R:3:lowdin_spin:R:1
O -3.9045 2.5427 -2.4703 0.229 0.133 -0.189 0.000
H 1.2116 -1.2306 -0.1750 0.152 0.298 0.083 -0.001
H -7.0786 1.5117 1.3296 0.190 -0.147 -0.006 0.000
C 1.9916 -0.5045 0.1055 -0.192 -0.072 0.298 -0.010
Ru -0.8228 0.6451 -0.2063 -3.361 -0.363 -0.634 1.128
C 5.3365 -2.2308 0.4045 -0.015 -0.058 0.018 0.000
C -4.5753 -0.4501 1.5340 -0.156 0.086 -0.250 -0.001
C -5.4264 0.5697 1.0799 0.632 -0.021 -0.345 0.002
C -3.7966 1.0901 -0.5864 -0.036 0.691 -0.704 0.003
O 0.7530 2.0523 1.2115 0.462 -1.314 -0.659 0.009
O -1.4113 2.1873 1.5177 -0.483 -0.201 -0.629 0.087
H -0.1006 3.4678 2.3697 -0.006 -0.219 -0.136 0.002
O -1.1379 -1.3624 0.7910 2.536 1.568 -0.972 -0.068
Te 1.7046 1.2606 -1.1189 0.739 -0.631 0.221 -0.116
H -4.8552 -1.0734 2.3688 0.076 -0.090 0.041 -0.001
C -5.0234 1.3515 -0.0088 0.203 -0.235 -0.066 0.000
C -3.1712 1.8717 -1.7794 -2.205 -0.131 1.255 -0.002
C -0.2553 2.5903 1.7118 -0.670 0.683 0.826 0.005
N -3.0103 0.1261 -0.1427 1.659 0.658 0.286 0.005
O -1.9256 1.6901 -1.8845 2.884 -0.623 0.636 -0.044
C 3.1255 0.1337 -2.3843 -0.735 -0.306 -0.453 0.006
H 5.8776 -2.8359 1.1136 0.092 -0.089 0.082 0.000
H -5.6377 2.1556 -0.3825 -0.026 0.090 -0.179 0.000
C 3.9395 -0.6685 -1.4135 -0.144 0.010 0.417 -0.001
C -3.3677 -0.6208 0.8901 0.291 -0.871 0.744 0.003
O -6.5876 0.7706 1.7123 -0.229 -0.014 0.186 0.002
C -2.2679 -1.6476 1.2902 -2.310 0.691 0.480 -0.002
H 3.7508 0.7901 -2.9899 -0.275 0.221 0.116 0.000
C 5.2356 -1.0725 -1.6937 -0.022 0.048 -0.027 0.001
C 3.3532 -1.0298 -0.1995 0.263 0.209 -0.246 -0.004
C 5.9370 -1.8444 -0.7829 0.010 -0.031 -0.026 0.000
H 5.6951 -0.7727 -2.6229 0.103 0.023 -0.131 0.000
C 4.0432 -1.8305 0.6962 0.049 0.025 -0.045 0.000
H 3.5697 -2.1297 1.6200 0.004 0.009 0.111 0.000
H 2.5811 -0.5380 -3.0550 0.000 0.149 0.009 -0.001
O -2.5654 -2.5814 1.9965 0.257 -0.189 0.012 -0.003
H 6.9521 -2.1420 -1.0017 0.052 -0.027 -0.003 0.000
H 1.8636 -0.2418 1.1552 -0.022 0.038 -0.118 0.000
```
Positions in Å, forces in eV/Å.

## Properties
Spin multiplicity = 2
Orbital gap (alpha / beta) = 6.16 / 7.23 eV
Energy above the lowest of the compared OMol25 structures with the same formula, charge and spin = 4.1486 eV
Net charge = 0
Expectation value of S² = 1.11

(3)
Here is 2 unconnected molecules or ions with the total composition ClHNO3P in a non-equilibrium geometry from the OMol25 dataset. Energies are from ωB97M-V/def2-TZVPD.

```
7
Properties=species:S:1:pos:R:3:forces:R:3:lowdin_charge:R:1
O -1.5665 -0.3268 -1.4953 1.178 -0.717 0.699 -0.441
O -1.9875 0.9727 0.5322 0.067 2.679 2.083 -0.390
Cl 3.4000 -0.0420 -0.3203 1.407 -0.574 -0.757 -0.016
O -1.7691 -1.5438 0.7814 0.847 -0.762 0.603 -0.407
P -1.5423 -0.3030 0.0176 -2.258 -1.248 -3.385 0.188
N 2.0867 0.5175 0.6477 -2.529 0.916 -1.119 -0.785
H 1.3787 0.7254 -0.1633 1.289 -0.294 1.877 -0.149
```
Positions in Å, forces in eV/Å.

## Properties
Orbital gap = 5.38 eV
Energy above the lowest of the compared OMol25 structures with the same formula, charge and spin = 1.2513 eV
Net charge = -2

(4)
Here is a molecular structure, C15H21IN2OV in a non-equilibrium geometry from the OMol25 dataset. Energies are from ωB97M-V/def2-TZVPD.

```
41
Properties=species:S:1:pos:R:3:forces:R:3:lowdin_spin:R:1
H -3.4888 2.3216 -3.9200 0.142 0.048 -0.006 0.000
C -3.3436 -1.9731 0.0674 0.162 -0.390 0.195 -0.004
H -0.6831 1.8632 1.2068 0.280 0.119 0.313 0.001
O -1.2935 -0.8796 0.6192 3.088 0.191 -0.718 -0.080
H -1.8019 0.3535 -4.1282 -0.214 -0.064 -0.144 -0.002
C 1.8623 2.1014 3.4956 -0.142 -0.133 -0.503 0.006
H 4.6980 -0.7177 2.3776 -0.008 -0.379 -0.401 0.000
H -2.7655 0.6627 -5.5857 0.186 0.009 0.111 0.000
H -1.0899 1.2150 -5.4942 -0.010 -0.043 -0.013 0.000
C 4.1718 -1.2118 1.5565 -0.729 0.503 -0.103 0.000
C 2.7080 -2.3207 -0.5219 0.243 0.119 0.524 0.006
C 2.6737 1.1065 2.9456 0.056 -0.512 -0.545 -0.001
C -2.7135 -0.6583 0.5014 -1.440 0.478 -0.666 -0.006
H -4.2998 0.2853 1.6132 0.200 -0.132 -0.087 -0.001
H -2.4952 3.1956 -5.0891 -0.003 -0.129 0.178 0.000
I 0.4838 0.1012 -2.4367 -0.138 -0.212 1.260 -0.108
C 3.9908 -2.7871 -0.2596 -0.012 0.024 0.101 0.000
C 0.2509 1.6912 1.7453 0.742 -0.426 -0.172 0.006
H 2.0952 -2.7026 -1.3356 0.194 -0.068 0.169 0.002
C 4.7208 -2.2609 0.8184 -0.336 -0.061 -0.269 0.001
V 0.3124 -0.6239 -0.0320 -2.696 0.499 -0.960 1.179
H -3.2599 -0.7568 2.6074 -0.018 0.064 -0.145 0.000
H -2.6853 0.8325 2.0810 -0.126 -0.096 -0.103 0.000
C 2.2363 0.3897 1.8264 -1.285 1.432 0.710 0.007
C -2.4762 2.4113 -4.3251 -0.121 -0.031 -0.095 0.000
H 5.7074 -2.6567 1.0694 -0.312 0.152 -0.137 0.000
C -3.2681 -0.0441 1.7759 0.277 -0.259 0.434 -0.004
C 0.6381 2.3922 2.8806 -0.039 -0.082 -0.107 -0.001
H 3.6469 0.8406 3.3597 -0.390 0.254 0.115 0.000
H -0.0244 3.1539 3.2818 0.144 -0.111 -0.080 0.000
H 2.1788 2.6473 4.3830 -0.071 -0.142 -0.211 0.000
C 2.8966 -0.7408 1.2194 0.825 -1.429 -0.740 0.003
H -2.8690 0.0896 -0.2945 0.372 -0.259 0.043 -0.001
N 2.1516 -1.3420 0.2303 1.127 -0.314 0.537 0.001
C -2.0078 1.0836 -4.9173 -0.070 0.124 -0.066 -0.003
H -3.2607 -2.7096 0.8767 -0.088 0.129 -0.158 0.000
H -2.8215 -2.3761 -0.8096 -0.153 0.144 0.128 0.000
H -1.8164 2.7427 -3.5187 -0.009 0.077 -0.038 0.000
H -4.4028 -1.8601 -0.1957 0.294 0.168 0.156 -0.001
N 1.0413 0.7080 1.2221 0.134 0.579 1.293 -0.002
H 4.4024 -3.5670 -0.8968 -0.056 0.162 0.201 0.000
```
Positions in Å, forces in eV/Å.

## Properties
Spin multiplicity = 2
Orbital gap (alpha / beta) = 6.82 / 7.32 eV
Energy above the lowest of the compared OMol25 structures with the same formula, charge and spin = 0.0000 eV
Net charge = +2
Expectation value of S² = 0.79

Repeat the second record exactly.
Here is a molecular structure, C16H12NO7RuTe in a non-equilibrium geometry from the OMol25 dataset. Energies are from ωB97M-V/def2-TZVPD.

```
38
Properties=species:S:1:pos:R:3:forces:R:3:lowdin_spin:R:1
O -3.9045 2.5427 -2.4703 0.229 0.133 -0.189 0.000
H 1.2116 -1.2306 -0.1750 0.152 0.298 0.083 -0.001
H -7.0786 1.5117 1.3296 0.190 -0.147 -0.006 0.000
C 1.9916 -0.5045 0.1055 -0.192 -0.072 0.298 -0.010
Ru -0.8228 0.6451 -0.2063 -3.361 -0.363 -0.634 1.128
C 5.3365 -2.2308 0.4045 -0.015 -0.058 0.018 0.000
C -4.5753 -0.4501 1.5340 -0.156 0.086 -0.250 -0.001
C -5.4264 0.5697 1.0799 0.632 -0.021 -0.345 0.002
C -3.7966 1.0901 -0.5864 -0.036 0.691 -0.704 0.003
O 0.7530 2.0523 1.2115 0.462 -1.314 -0.659 0.009
O -1.4113 2.1873 1.5177 -0.483 -0.201 -0.629 0.087
H -0.1006 3.4678 2.3697 -0.006 -0.219 -0.136 0.002
O -1.1379 -1.3624 0.7910 2.536 1.568 -0.972 -0.068
Te 1.7046 1.2606 -1.1189 0.739 -0.631 0.221 -0.116
H -4.8552 -1.0734 2.3688 0.076 -0.090 0.041 -0.001
C -5.0234 1.3515 -0.0088 0.203 -0.235 -0.066 0.000
C -3.1712 1.8717 -1.7794 -2.205 -0.131 1.255 -0.002
C -0.2553 2.5903 1.7118 -0.670 0.683 0.826 0.005
N -3.0103 0.1261 -0.1427 1.659 0.658 0.286 0.005
O -1.9256 1.6901 -1.8845 2.884 -0.623 0.636 -0.044
C 3.1255 0.1337 -2.3843 -0.735 -0.306 -0.453 0.006
H 5.8776 -2.8359 1.1136 0.092 -0.089 0.082 0.000
H -5.6377 2.1556 -0.3825 -0.026 0.090 -0.179 0.000
C 3.9395 -0.6685 -1.4135 -0.144 0.010 0.417 -0.001
C -3.3677 -0.6208 0.8901 0.291 -0.871 0.744 0.003
O -6.5876 0.7706 1.7123 -0.229 -0.014 0.186 0.002
C -2.2679 -1.6476 1.2902 -2.310 0.691 0.480 -0.002
H 3.7508 0.7901 -2.9899 -0.275 0.221 0.116 0.000
C 5.2356 -1.0725 -1.6937 -0.022 0.048 -0.027 0.001
C 3.3532 -1.0298 -0.1995 0.263 0.209 -0.246 -0.004
C 5.9370 -1.8444 -0.7829 0.010 -0.031 -0.026 0.000
H 5.6951 -0.7727 -2.6229 0.103 0.023 -0.131 0.000
C 4.0432 -1.8305 0.6962 0.049 0.025 -0.045 0.000
H 3.5697 -2.1297 1.6200 0.004 0.009 0.111 0.000
H 2.5811 -0.5380 -3.0550 0.000 0.149 0.009 -0.001
O -2.5654 -2.5814 1.9965 0.257 -0.189 0.012 -0.003
H 6.9521 -2.1420 -1.0017 0.052 -0.027 -0.003 0.000
H 1.8636 -0.2418 1.1552 -0.022 0.038 -0.118 0.000
```
Positions in Å, forces in eV/Å.

## Properties
Spin multiplicity = 2
Orbital gap (alpha / beta) = 6.16 / 7.23 eV
Energy above the lowest of the compared OMol25 structures with the same formula, charge and spin = 4.1486 eV
Net charge = 0
Expectation value of S² = 1.11

Look up the energy above the lowest of the compared OMol25 structures with the same formula, charge and spin of the first one. 0.5996 eV

Number 3 is which compound? ClHNO3P